(1)
ORCA calculation (the ωB97M-V functional and the def2-TZVPD basis) on C55H49BeI2N5O2P2S as an isolated structure.

Properties
energy above the lowest of the compared OMol25 structures with the same formula, charge and spin: 0.000 eV
orbital gap: 0.2629 Eh
spin multiplicity: 1
charge: +2

CARTESIAN COORDINATES (ANGSTROEM)
1 Be -0.233 0.079 0.623
2 O 2.006 -0.792 2.778
3 C 1.523 -0.263 3.957
4 C 2.329 0.227 4.978
5 C 1.756 0.593 6.184
6 C 0.391 0.461 6.385
7 C -0.405 0.031 5.343
8 C 0.138 -0.294 4.095
9 P -0.929 -0.727 2.691
10 C -2.542 -0.043 3.226
11 C -2.613 1.286 3.641
12 C -3.807 1.821 4.089
13 C -4.958 1.042 4.105
14 C -4.899 -0.275 3.683
15 C -3.695 -0.820 3.254
16 C -1.179 -2.523 2.768
17 C -1.934 -3.147 1.776
18 C -2.206 -4.504 1.851
19 C -1.721 -5.247 2.917
20 C -0.978 -4.631 3.914
21 C -0.710 -3.272 3.844
22 C 3.290 -0.469 2.354
23 C 4.409 -0.956 3.016
24 C 5.668 -0.638 2.537
25 C 5.807 0.139 1.392
26 C 4.684 0.553 0.703
27 C 3.405 0.247 1.174
28 P 1.971 0.444 0.080
29 C 2.192 1.998 -0.816
30 C 3.073 2.134 -1.892
31 C 3.235 3.363 -2.509
32 C 2.527 4.468 -2.055
33 C 1.662 4.341 -0.979
34 C 1.493 3.112 -0.360
35 C 2.290 -0.927 -1.078
36 C 2.000 -0.866 -2.436
37 C 2.125 -1.998 -3.228
38 C 2.547 -3.197 -2.674
39 C 2.842 -3.266 -1.320
40 C 2.710 -2.139 -0.525
41 H 3.395 0.314 4.852
42 H 2.391 0.959 6.977
43 H -0.051 0.703 7.340
44 H -1.469 -0.046 5.503
45 H -1.716 1.891 3.664
46 H -3.838 2.839 4.455
47 H -5.889 1.453 4.468
48 H -5.785 -0.893 3.702
49 H -3.672 -1.854 2.951
50 H -2.372 -2.563 0.971
51 H -2.807 -4.975 1.087
52 H -1.927 -6.306 2.978
53 H -0.609 -5.206 4.750
54 H -0.129 -2.802 4.627
55 H 4.286 -1.583 3.888
56 H 6.543 -1.005 3.053
57 H 6.791 0.390 1.022
58 H 4.803 1.105 -0.217
59 H 3.630 1.282 -2.257
60 H 3.916 3.461 -3.342
61 H 2.656 5.425 -2.537
62 H 1.114 5.200 -0.619
63 H 0.818 3.037 0.482
64 H 1.659 0.056 -2.890
65 H 1.888 -1.939 -4.282
66 H 2.649 -4.074 -3.297
67 H 3.178 -4.194 -0.880
68 H 2.948 -2.211 0.528
69 C 3.350 -2.566 -7.505
70 C 1.939 -2.285 -7.077
71 C 1.497 -0.984 -6.856
72 C 0.195 -0.716 -6.466
73 C -0.694 -1.764 -6.282
74 N -2.060 -1.526 -5.977
75 C -2.564 -0.521 -5.214
76 O -3.649 -0.025 -5.381
77 N -1.708 -0.055 -4.178
78 C -1.314 -0.846 -3.104
79 C -1.327 -2.242 -3.080
80 C -0.926 -2.889 -1.927
81 C -0.579 -2.160 -0.808
82 N -0.597 -0.822 -0.813
83 C -0.893 -0.190 -1.953
84 C -0.273 -3.072 -6.493
85 C 1.029 -3.323 -6.891
86 H 3.852 -1.657 -7.829
87 H 3.376 -3.278 -8.329
88 H 3.930 -2.995 -6.687
89 H 2.177 -0.158 -7.022
90 H -0.139 0.307 -6.346
91 H -2.753 -1.930 -6.596
92 H -2.033 0.861 -3.893
93 H -1.641 -2.809 -3.940
94 H -0.897 -3.966 -1.885
95 H -0.260 -2.639 0.107
96 H -0.807 0.887 -1.950
97 H -0.971 -3.889 -6.371
98 H 1.338 -4.344 -7.073
99 I -4.244 -0.262 -0.388
100 I -6.062 -2.165 -0.796
101 C -4.914 5.252 1.619
102 C -3.508 4.785 1.748
103 C -2.513 5.423 2.446
104 C -1.239 4.839 2.481
105 N -0.960 3.702 1.842
106 C -1.925 3.097 1.170
107 S -1.720 1.669 0.252
108 N -3.176 3.630 1.131
109 C -0.119 5.460 3.240
110 H -5.081 6.129 2.238
111 H -5.605 4.465 1.925
112 H -5.130 5.510 0.582
113 H -2.721 6.347 2.963
114 H -3.888 3.103 0.634
115 H -0.430 6.348 3.779
116 H 0.683 5.723 2.551
117 H 0.290 4.730 3.939

Cartesian forces, eV/Å:
Be 0.1 0.3 0.2
O 0.0 0.1 0.0
C 0.1 0.0 -0.1
C 0.0 0.0 0.0
C 0.0 0.0 -0.1
C 0.1 0.0 0.0
C 0.0 0.0 0.0
C -0.1 0.0 0.1
P 0.1 -0.1 -0.2
C 0.0 -0.1 -0.1
C 0.0 0.0 0.0
C 0.0 0.0 0.0
C 0.0 0.0 0.0
C 0.1 0.0 0.0
C 0.0 0.1 0.0
C 0.0 0.0 0.1
C -0.3 0.0 0.0
C 0.0 0.0 0.0
C 0.0 0.0 0.0
C 0.0 0.0 -0.1
C 0.1 0.0 -0.1
C -0.1 -0.1 0.1
C -0.1 0.1 0.0
C 0.0 0.0 0.0
C 0.0 0.0 0.1
C 0.0 0.0 0.1
C 0.1 0.1 0.0
P -0.3 0.0 0.1
C 0.1 0.0 -0.1
C 0.0 0.0 0.0
C 0.0 0.0 0.0
C 0.0 0.0 0.0
C 0.0 0.0 0.0
C 0.0 0.1 0.0
C 0.2 -0.1 0.1
C 0.0 0.0 0.0
C 0.0 0.0 0.0
C 0.0 0.0 0.0
C 0.0 0.0 -0.1
C 0.1 0.0 -0.1
H 0.1 0.0 0.0
H 0.1 0.0 0.1
H 0.0 0.0 0.1
H -0.1 0.0 0.0
H 0.1 0.0 0.0
H 0.0 0.1 0.0
H 0.0 0.0 0.0
H -0.1 0.0 0.0
H 0.0 -0.1 0.0
H 0.1 0.0 0.1
H 0.0 0.0 0.0
H 0.0 0.0 0.0
H 0.0 0.0 0.0
H 0.0 0.0 0.0
H 0.0 0.0 0.0
H 0.1 0.0 0.0
H 0.0 0.0 0.0
H 0.0 0.1 -0.1
H 0.0 -0.1 0.0
H 0.0 0.0 0.0
H 0.0 0.1 0.0
H 0.0 0.1 0.0
H 0.0 -0.1 0.0
H 0.0 0.0 0.0
H 0.0 0.0 -0.1
H 0.0 -0.1 0.0
H 0.0 0.0 0.0
H 0.0 0.0 0.0
C 0.1 0.0 0.0
C -0.1 0.0 0.0
C 0.0 0.0 0.0
C 0.1 0.0 -0.1
C 0.1 -0.1 0.0
N -0.3 -0.3 0.0
C 0.1 0.1 -0.1
O -0.1 0.1 0.1
N -0.1 0.2 0.1
C 0.0 -0.1 0.0
C 0.0 0.1 0.1
C 0.0 0.1 0.1
C 0.2 -0.1 0.1
N -0.2 0.0 0.2
C -0.2 0.0 -0.1
C 0.0 0.1 0.1
C 0.0 0.0 0.0
H 0.0 0.0 0.0
H 0.0 0.0 0.0
H 0.0 0.0 0.0
H 0.0 0.0 0.0
H 0.0 0.0 0.0
H 0.1 0.1 0.0
H 0.0 -0.1 0.0
H 0.0 0.0 -0.1
H 0.0 -0.1 0.0
H 0.0 0.0 -0.1
H -0.1 0.1 0.0
H -0.1 0.0 0.0
H 0.0 -0.1 0.0
I 0.0 0.0 0.0
I 0.0 0.0 0.0
C 0.0 0.1 0.0
C 0.1 0.0 0.1
C -0.1 -0.1 -0.1
C 0.0 0.1 0.1
N -0.1 -0.2 0.0
C 0.2 -0.1 0.0
S 0.0 -0.1 -0.2
N -0.1 0.0 0.0
C 0.0 0.0 0.0
H 0.0 0.0 0.0
H 0.0 0.0 0.0
H 0.0 0.0 0.0
H 0.0 0.0 0.0
H 0.0 0.0 0.0
H 0.0 0.0 0.0
H 0.0 0.0 0.0
H 0.0 0.0 0.0

Mulliken atomic charge list, values in e, 8 entries: atom 1 (Be): 0.632, atom 2 (O): 0.013, atom 3 (C): 0.511, atom 4 (C): -0.670, atom 5 (C): -1.101, atom 6 (C): -1.046, atom 7 (C): -0.648, atom 8 (C): -0.361

(2)
ORCA calculation (the ωB97M-V functional and the def2-TZVPD basis) on C55H50CdClN5O2PS as an isolated structure.

Properties
orbital gap: 0.2566 Eh
spin multiplicity: 1
charge: -1

CARTESIAN COORDINATES (ANGSTROEM)
1 Cd 0.389 -0.144 -0.344
2 O 2.478 0.043 -0.938
3 C 3.020 0.878 -1.872
4 C 2.389 2.311 -1.811
5 C 0.979 2.458 -2.311
6 C 0.702 3.215 -3.442
7 C -0.605 3.326 -3.884
8 C -1.607 2.673 -3.196
9 C -1.274 1.925 -2.072
10 C -2.308 1.142 -1.318
11 C -2.366 -0.364 -1.723
12 O -1.255 -1.086 -1.317
13 C -3.590 -1.021 -1.068
14 C -4.239 -0.496 0.046
15 C -5.265 -1.207 0.666
16 C -5.658 -2.443 0.182
17 C -5.013 -2.975 -0.930
18 C -3.989 -2.272 -1.541
19 C -2.491 -0.401 -3.254
20 C -3.668 -0.039 -3.903
21 C -3.721 0.038 -5.288
22 C -2.591 -0.247 -6.045
23 C -1.417 -0.620 -5.405
24 C -1.370 -0.700 -4.020
25 N -0.009 1.851 -1.638
26 C 4.520 1.086 -1.538
27 C 4.950 0.779 -0.251
28 C 6.268 0.993 0.130
29 C 7.185 1.512 -0.772
30 C 6.770 1.813 -2.061
31 C 5.450 1.601 -2.437
32 C 2.854 0.283 -3.284
33 C 2.570 -1.075 -3.395
34 C 2.383 -1.669 -4.636
35 C 2.468 -0.913 -5.797
36 C 2.741 0.444 -5.702
37 C 2.930 1.030 -4.458
38 H 3.010 3.023 -2.360
39 H 2.443 2.598 -0.757
40 H 1.511 3.710 -3.963
41 H -0.836 3.910 -4.767
42 H -2.636 2.712 -3.523
43 H -3.282 1.604 -1.495
44 H -2.108 1.218 -0.244
45 H -3.934 0.454 0.472
46 H -5.743 -0.790 1.544
47 H -6.453 -2.994 0.670
48 H -5.308 -3.945 -1.317
49 H -3.472 -2.695 -2.394
50 H -4.553 0.183 -3.316
51 H -4.646 0.318 -5.778
52 H -2.629 -0.185 -7.126
53 H -0.526 -0.843 -5.981
54 H -0.460 -0.992 -3.511
55 H 4.230 0.347 0.431
56 H 6.579 0.744 1.137
57 H 8.215 1.673 -0.477
58 H 7.475 2.208 -2.783
59 H 5.154 1.830 -3.452
60 H 2.487 -1.648 -2.482
61 H 2.157 -2.727 -4.693
62 H 2.314 -1.374 -6.765
63 H 2.796 1.052 -6.597
64 H 3.121 2.095 -4.412
65 N 0.624 1.477 1.571
66 C 0.791 1.094 2.921
67 C 1.866 1.580 3.658
68 C 1.981 1.288 5.006
69 C 1.006 0.525 5.633
70 C -0.043 0.011 4.885
71 C -0.142 0.235 3.514
72 P -1.389 -0.567 2.429
73 C -0.343 -2.237 2.132
74 C 0.748 -2.621 3.198
75 C 2.344 -4.496 2.527
76 C 2.058 -4.690 1.056
77 C 0.944 -4.565 0.331
78 C -0.457 -4.238 0.609
79 C -2.610 -1.196 3.657
80 C -3.790 -0.467 3.797
81 C -4.786 -0.896 4.665
82 C -4.622 -2.061 5.399
83 C -3.452 -2.797 5.261
84 C -2.458 -2.367 4.397
85 H 1.340 2.124 1.268
86 H -0.310 1.906 1.471
87 H 2.600 2.210 3.168
88 H 2.820 1.677 5.568
89 H 1.060 0.328 6.696
90 H -0.794 -0.594 5.376
91 H 0.629 -2.201 4.195
92 H 3.037 -3.647 2.587
93 H 2.943 -4.998 0.508
94 H 1.082 -4.825 -0.716
95 H -1.135 -4.824 -0.008
96 H -3.904 0.456 3.242
97 H -5.692 -0.311 4.764
98 H -5.401 -2.396 6.073
99 H -3.311 -3.718 5.813
100 H -1.580 -2.989 4.290
101 Cl -2.418 2.242 2.241
102 C 3.711 -5.452 4.453
103 C 3.061 -5.720 3.102
104 C 1.109 -4.080 3.291
105 N 1.672 -1.836 2.330
106 N 0.833 -1.690 1.418
107 C -1.071 -3.299 1.350
108 N -2.456 -3.280 1.438
109 S 0.175 -5.077 4.148
110 H 4.213 -6.342 4.834
111 H 2.972 -5.150 5.196
112 H 4.455 -4.655 4.377
113 H 2.353 -6.547 3.178
114 H 3.823 -6.020 2.379
115 H -2.883 -2.363 1.396
116 H -2.900 -3.877 0.756

Cartesian forces, eV/Å:
Cd 0.5 0.2 -0.3
O -0.4 0.0 0.2
C -0.1 -0.2 0.0
C 0.0 0.2 0.0
C 0.0 0.0 0.0
C 0.0 0.0 0.0
C 0.0 0.0 0.0
C 0.0 0.0 0.0
C 0.0 -0.1 0.0
C 0.0 0.1 0.0
C 0.1 -0.1 0.0
O 0.2 0.3 0.2
C 0.0 -0.1 0.0
C 0.0 0.0 0.0
C 0.0 0.0 0.0
C 0.0 0.0 0.0
C 0.0 0.0 0.0
C 0.0 0.0 0.0
C 0.1 0.0 0.0
C 0.0 0.0 0.0
C 0.0 0.0 0.0
C 0.0 0.0 0.0
C 0.0 0.0 0.0
C 0.0 0.0 0.0
N 0.0 -0.2 0.0
C 0.0 0.0 0.0
C 0.0 0.0 0.0
C 0.0 0.0 0.0
C 0.0 0.0 0.0
C 0.0 0.0 0.0
C 0.0 0.0 0.0
C 0.0 0.0 0.0
C 0.0 0.0 0.0
C 0.0 0.0 0.0
C 0.0 0.0 0.0
C 0.0 0.0 0.0
C 0.0 0.0 0.0
H 0.0 0.0 0.0
H 0.0 0.0 0.0
H 0.0 0.0 0.0
H 0.0 0.0 0.0
H 0.0 0.0 0.0
H 0.0 0.0 0.0
H 0.0 0.0 0.0
H 0.0 0.0 0.0
H 0.0 0.0 0.0
H 0.0 0.0 0.0
H 0.0 0.0 0.0
H 0.0 0.0 0.0
H 0.0 0.0 0.0
H 0.0 0.0 0.0
H 0.0 0.0 0.0
H 0.0 0.0 0.0
H 0.0 0.0 0.0
H 0.0 0.0 0.0
H 0.0 0.0 0.0
H 0.0 0.0 0.0
H 0.0 0.0 0.0
H 0.0 0.0 0.0
H 0.0 0.0 0.0
H 0.0 0.0 0.0
H 0.0 0.0 0.0
H 0.0 0.0 0.0
H 0.0 0.0 0.0
N -0.3 -0.3 -0.1
C 0.1 0.1 -0.2
C 0.0 0.0 0.1
C 0.0 0.0 0.0
C 0.0 0.0 0.0
C 0.0 -0.1 0.0
C 0.0 0.1 0.1
P 0.3 -0.8 0.1
C 0.1 0.3 0.0
C 0.1 -0.1 -0.1
C -0.1 0.0 0.1
C 0.0 0.0 0.0
C 0.0 0.0 0.0
C 0.0 0.0 0.0
C 0.0 0.2 0.0
C 0.0 0.1 0.1
C 0.0 0.0 0.0
C 0.0 0.0 0.0
C 0.0 0.0 0.0
C 0.0 0.0 0.0
H 0.0 0.0 0.0
H 0.0 0.1 0.1
H 0.0 0.0 0.0
H 0.0 0.0 0.0
H 0.0 0.0 0.0
H 0.0 0.0 0.0
H 0.0 0.0 0.0
H 0.0 0.0 0.0
H 0.0 0.1 0.0
H 0.0 0.0 0.0
H 0.0 0.0 0.0
H 0.0 0.0 0.0
H 0.0 0.0 0.0
H 0.0 0.0 0.0
H 0.0 0.0 0.0
H 0.0 0.0 0.0
Cl 0.0 0.2 -0.1
C 0.0 0.0 0.1
C -0.1 -0.1 0.0
C 0.0 0.2 -0.1
N 0.0 -0.2 0.0
N -0.2 0.2 0.1
C 0.0 0.0 0.0
N 0.0 -0.1 -0.1
S 0.0 -0.1 0.1
H 0.0 0.0 0.0
H 0.0 0.0 0.0
H 0.0 0.0 0.0
H 0.0 0.0 0.0
H 0.0 0.0 0.0
H 0.0 0.0 0.0
H 0.0 0.0 0.0

Mulliken atomic charge list, values in e, 8 entries: atom 1 (Cd): 4.508, atom 2 (O): -1.206, atom 3 (C): 1.768, atom 4 (C): -2.194, atom 5 (C): 0.593, atom 6 (C): -0.706, atom 7 (C): -0.940, atom 8 (C): -0.835